Entry 1:
Molecular formula: C11H10BrF3O3ReS
Method: DFT, wB97M-V/def2-TZVPD

## Properties
Total charge: 0
Expectation value of S²: 3.76
Multiplicity: 4
LUMO level (spin up / spin down): 0.00 / -2.10 eV
Energy: -4000.84340 hartree
E_HOMO (spin up / spin down): -6.4398 / -8.9461 eV
Frontier orbital gap (spin up / spin down): 6.44 / 6.85 eV

XYZ file:
```
30
C11H10BrF3O3ReS wB97M-V/def2-TZVPD
C -1.305 -1.024 -2.296
C -1.394 -2.047 -1.302
C -2.126 -1.504 -0.182
H -1.024 -3.059 -1.398
C -2.504 -0.170 -0.505
C -1.981 0.146 -1.798
H -2.193 1.054 -2.350
H -0.916 -1.167 -3.299
H -2.388 -2.036 0.718
H -3.136 0.476 0.091
Re -0.265 -0.376 -0.548
Br 0.657 -2.248 1.012
C 1.724 0.836 -0.112
C 0.876 1.603 -0.966
C 0.687 0.861 -2.169
H 0.531 2.611 -0.784
C 1.395 -0.392 -2.032
C 2.076 -0.370 -0.779
H 2.783 -1.104 -0.417
H 2.182 1.153 0.806
H 0.226 1.246 -3.073
H 1.557 -1.126 -2.813
F 1.699 1.375 4.355
C 1.238 0.426 3.512
F 2.269 -0.024 2.761
F 0.722 -0.602 4.214
S -0.136 1.251 2.516
O -1.165 1.483 3.498
O 0.477 2.397 1.933
O -0.562 0.332 1.407
```


Entry 2:
Molecular formula: C6H15FN3O3Pt
Method: DFT, wB97M-V/def2-TZVPD

## Properties
Total charge: 0
Expectation value of S²: 3.75
Multiplicity: 4
LUMO level (spin up / spin down): 0.07 / -3.13 eV
Energy: -846.67057 hartree
E_HOMO (spin up / spin down): -8.6759 / -9.3279 eV
Frontier orbital gap (spin up / spin down): 8.75 / 6.20 eV
Energy above the lowest of the compared OMol25 structures with the same formula, charge and spin: 22.66 kcal per mole

XYZ file:
```
29
C6H15FN3O3Pt wB97M-V/def2-TZVPD
Pt -1.151 0.590 -1.794
F -0.158 0.377 0.147
O -3.059 -3.243 0.742
C -2.111 -2.552 0.938
N -2.222 -1.428 1.618
C -0.741 -3.139 0.671
H -1.435 -0.814 1.465
H -3.085 -0.938 1.801
H -0.843 -4.222 0.730
H -0.066 -2.795 1.455
H -0.311 -2.911 -0.305
O -0.327 4.575 2.701
C -0.504 3.658 1.935
N 0.425 3.276 1.060
C -1.788 2.816 2.075
H 1.052 4.022 0.793
H 0.234 2.385 0.623
H -1.395 1.955 2.615
H -2.179 2.351 1.170
H -2.504 3.363 2.689
O 0.793 -0.374 -2.541
C 1.901 -0.789 -2.404
N 2.328 -1.180 -1.222
C 2.805 -0.683 -3.633
H 3.318 -1.268 -1.043
H 1.656 -0.938 -0.507
H 2.417 -1.300 -4.443
H 3.779 -1.070 -3.334
H 3.173 0.274 -4.002
```


Entry 3:
Molecular formula: C5H7N3
Method: DFT, wB97M-V/def2-TZVPD

## Properties
Total charge: 0
LUMO level: 0.89 eV
Energy: -358.82578 hartree
E_HOMO: -8.4735 eV
Frontier orbital gap: 9.37 eV
Energy above the lowest of the compared OMol25 structures with the same formula, charge and spin: 120.85 kcal per mole

XYZ file:
```
15
C5H7N3 wB97M-V/def2-TZVPD
C -2.643 -0.566 -0.315
C -1.350 -0.052 0.297
C 0.489 0.758 0.036
C 1.230 -1.262 0.111
C 0.061 -0.563 0.197
H -2.693 -0.482 -1.413
H -3.468 0.128 0.190
H -2.871 -1.628 -0.300
H -1.583 -0.189 1.428
H -1.226 2.076 0.631
H 3.037 -0.478 -0.033
H 1.423 -2.208 0.391
N -0.872 1.223 -0.022
N 1.751 1.023 -0.192
N 2.073 -0.404 -0.193
```


Entry 4:
Molecular formula: C52H46N8O2S3SbV
Method: DFT, wB97M-V/def2-TZVPD

## Properties
Total charge: +1
Expectation value of S²: 1.19
Multiplicity: 2
LUMO level (spin up / spin down): -2.43 / -2.55 eV
Energy: -4976.43450 hartree
E_HOMO (spin up / spin down): -10.0286 / -8.0043 eV
Frontier orbital gap (spin up / spin down): 7.60 / 5.46 eV

XYZ file:
```
113
C52H46N8O2S3SbV wB97M-V/def2-TZVPD
V 0.228 -0.688 -0.707
C -2.793 -0.768 2.553
C -2.117 -1.508 3.530
C -0.785 -1.784 3.343
C -0.145 -1.323 2.184
N -0.806 -0.644 1.221
C -2.107 -0.375 1.431
C 1.255 -1.503 1.895
C 2.222 -2.078 2.718
C 3.543 -2.074 2.320
C 3.889 -1.422 1.138
C 2.897 -0.861 0.362
N 1.589 -0.977 0.698
C 3.081 0.002 -0.795
C 4.305 0.259 -1.412
C 4.357 1.207 -2.413
C 3.184 1.869 -2.779
C 2.004 1.509 -2.163
N 1.943 0.592 -1.193
H -3.837 -0.512 2.661
H -2.634 -1.853 4.414
H -0.224 -2.354 4.070
H -2.595 0.177 0.638
H 1.937 -2.512 3.667
H 4.306 -2.531 2.932
H 4.925 -1.342 0.842
H 5.186 -0.287 -1.109
H 5.291 1.430 -2.910
H 3.175 2.623 -3.553
H 1.063 1.947 -2.466
N -2.644 -1.080 -2.524
C -2.500 -2.061 -1.593
N -1.395 -2.267 -0.933
C -1.512 -3.365 -0.089
C -0.479 -3.930 0.656
C -0.764 -5.030 1.446
C -2.049 -5.565 1.507
C -3.077 -5.030 0.752
C -2.791 -3.936 -0.050
S -3.837 -3.102 -1.177
H -1.791 -0.868 -3.026
H -3.477 -1.108 -3.089
H 0.533 -3.563 0.576
H 0.036 -5.492 2.011
H -2.243 -6.426 2.133
H -4.069 -5.461 0.775
N 0.630 -8.125 -4.814
C 1.096 -7.105 -4.018
C 2.406 -6.628 -4.154
C 2.850 -5.571 -3.385
C 2.002 -4.976 -2.463
C 0.702 -5.437 -2.318
C 0.248 -6.486 -3.086
S 2.581 -3.636 -1.464
O 3.855 -3.222 -2.004
O 2.519 -3.990 -0.071
N 1.475 -2.453 -1.676
C 1.292 -1.898 -2.869
S 2.078 -2.099 -4.391
C 1.123 -0.804 -5.039
C 0.308 -0.295 -4.090
N 0.376 -0.936 -2.875
H 1.316 -8.707 -5.264
H -0.189 -8.617 -4.502
H 3.073 -7.088 -4.872
H 3.861 -5.197 -3.494
H 0.039 -4.976 -1.597
H -0.769 -6.840 -2.971
H 1.219 -0.492 -6.065
H -0.359 0.546 -4.221
C -4.893 0.561 -0.916
C -4.951 1.912 -1.568
C -6.207 2.367 -1.977
C -6.378 3.602 -2.575
C -5.275 4.418 -2.778
C -4.028 3.977 -2.378
C -3.844 2.733 -1.769
Sb -1.827 2.262 -1.194
C -1.639 3.690 0.404
C -2.653 4.620 0.611
C -2.603 5.521 1.664
C -1.529 5.488 2.537
C -0.526 4.550 2.354
C -0.563 3.639 1.303
C 0.570 2.660 1.157
C -1.046 3.201 -2.977
C -1.618 2.672 -4.139
C -1.210 3.060 -5.402
C -0.202 4.005 -5.525
C 0.358 4.552 -4.386
C -0.053 4.175 -3.104
C 0.613 4.853 -1.942
H -5.389 0.576 0.057
H -3.868 0.210 -0.785
H -5.412 -0.181 -1.526
H -7.068 1.726 -1.820
H -7.364 3.926 -2.882
H -5.385 5.388 -3.244
H -3.173 4.620 -2.547
H -3.504 4.654 -0.056
H -3.401 6.239 1.799
H -1.474 6.183 3.366
H 0.307 4.517 3.046
H 1.160 2.613 2.072
H 1.244 2.948 0.345
H 0.219 1.650 0.942
H -2.420 1.942 -4.057
H -1.680 2.637 -6.281
H 0.134 4.326 -6.503
H 1.127 5.310 -4.480
H 1.675 4.599 -1.904
H 0.163 4.591 -0.991
H 0.544 5.937 -2.047
```


Entry 5:
Molecular formula: C7H14
Method: DFT, wB97M-V/def2-TZVPD

## Properties
Total charge: 0
LUMO level: 0.90 eV
Energy: -274.91768 hartree
E_HOMO: -9.4210 eV
Frontier orbital gap: 10.32 eV
Structure (SMILES): CC(C)(C)C.C#C
Energy above the lowest of the compared OMol25 structures with the same formula, charge and spin: 124.60 kcal per mole

XYZ file:
```
21
C7H14 wB97M-V/def2-TZVPD
C -1.406 -1.259 0.722
C -0.255 -0.474 0.170
C 0.214 0.354 1.326
C -0.699 0.438 -0.983
C 0.716 -1.604 -0.212
H -1.205 -2.034 1.417
H -2.001 -0.518 1.496
H -2.333 -1.624 -0.036
H 1.158 1.017 1.030
H -0.463 1.079 1.715
H 0.309 -0.281 2.191
H 0.312 0.735 -1.398
H -1.283 1.266 -0.590
H -1.228 -0.013 -1.752
H 0.084 -2.502 -0.646
H 1.496 -1.355 -1.020
H 1.345 -2.102 0.554
C 1.602 1.737 -0.705
C 1.070 2.747 -1.163
H 2.105 0.930 -0.369
H 0.461 3.466 -1.748
```


Entry 6:
Molecular formula: C4H5NO2
Method: DFT, wB97M-V/def2-TZVPD

## Properties
Total charge: 0
LUMO level: -0.12 eV
Energy: -360.48300 hartree
E_HOMO: -7.5438 eV
Frontier orbital gap: 7.42 eV
Energy above the lowest of the compared OMol25 structures with the same formula, charge and spin: 116.98 kcal per mole

XYZ file:
```
12
C4H5NO2 wB97M-V/def2-TZVPD
C -0.239 -0.728 0.058
C 0.834 -1.586 -0.182
C 2.573 0.256 -0.064
C -1.742 1.108 -0.032
N -0.440 0.508 0.020
O 3.258 1.214 -0.008
O 2.147 -0.853 0.056
H -1.027 -1.531 -0.023
H 0.847 -2.542 0.255
H -2.627 0.394 -0.044
H -1.848 1.861 0.784
H -1.737 1.899 -0.821
```


Entry 7:
Molecular formula: C37H36N4O4STi
Method: DFT, wB97M-V/def2-TZVPD

## Properties
Total charge: -2
Expectation value of S²: 2.05
Multiplicity: 3
LUMO level (spin up / spin down): 4.42 / 4.41 eV
Energy: -3199.17515 hartree
E_HOMO (spin up / spin down): 0.4208 / -2.1850 eV
Frontier orbital gap (spin up / spin down): 4.00 / 6.59 eV
Energy above the lowest of the compared OMol25 structures with the same formula, charge and spin: 0.00 kcal per mole

XYZ file:
```
83
C37H36N4O4STi wB97M-V/def2-TZVPD
Ti -0.803 0.654 -0.438
O -2.165 -0.518 -1.248
C -3.344 -0.267 -1.791
C -3.824 -1.046 -2.839
C -5.091 -0.832 -3.386
C -5.898 0.184 -2.875
C -5.439 0.975 -1.837
C -4.157 0.789 -1.266
C -3.714 1.569 -0.182
N -2.466 1.503 0.360
N -2.357 2.144 1.582
C -1.220 1.822 2.117
O -0.388 1.006 1.532
C -0.854 2.368 3.441
C 0.344 1.981 4.038
C 0.705 2.478 5.283
C -0.122 3.370 5.951
C -1.318 3.763 5.358
C -1.681 3.269 4.115
H -3.174 -1.830 -3.213
H -5.441 -1.450 -4.205
H -6.883 0.360 -3.292
H -6.068 1.767 -1.441
H -4.399 2.263 0.294
H 0.980 1.292 3.499
H 1.642 2.169 5.732
H 0.161 3.760 6.922
H -1.970 4.463 5.868
H -2.606 3.568 3.641
C 3.642 -0.471 0.070
N 2.743 0.638 0.299
C 3.177 1.450 1.414
C 2.586 1.411 -0.935
C 1.721 2.641 -0.795
C 2.347 3.887 -0.845
C 1.618 5.063 -0.737
C 0.242 4.981 -0.582
C -0.382 3.740 -0.532
C 0.329 2.535 -0.627
H 4.666 -0.133 -0.183
H 3.279 -1.088 -0.752
H 3.706 -1.096 0.965
H 4.165 1.918 1.234
H 3.255 0.828 2.309
H 2.451 2.240 1.603
H 2.156 0.741 -1.685
H 3.583 1.723 -1.304
H 3.426 3.931 -0.970
H 2.117 6.026 -0.776
H -0.353 5.886 -0.507
H -1.460 3.709 -0.432
C 0.210 0.225 -4.568
O 0.203 0.279 -3.149
C -0.721 1.159 -2.572
O -1.350 1.890 -3.298
H 0.903 -0.571 -4.840
H -0.787 0.007 -4.954
H 0.540 1.172 -5.002
N 0.292 -1.087 -0.188
S -0.021 -2.583 -0.736
C -0.309 -3.476 0.810
C -0.693 -2.777 1.944
C -0.996 -3.476 3.107
C -0.923 -4.860 3.137
C -0.540 -5.552 1.995
C -0.235 -4.862 0.831
C 1.329 -3.412 -1.357
C 2.473 -3.799 -0.570
C 3.570 -4.356 -1.181
C 3.629 -4.548 -2.574
C 2.516 -4.127 -3.358
C 1.410 -3.570 -2.779
H 1.131 -1.024 0.384
H -0.752 -1.695 1.907
H -1.298 -2.928 3.991
H -1.161 -5.398 4.046
H -0.471 -6.633 2.011
H 0.083 -5.383 -0.064
H 2.460 -3.660 0.506
H 4.415 -4.649 -0.565
H 4.510 -4.971 -3.040
H 2.542 -4.238 -4.437
H 0.578 -3.233 -3.389
```


Entry 8:
Molecular formula: C14H36CuN2O6
Method: DFT, wB97M-V/def2-TZVPD

## Properties
Total charge: -1
LUMO level: 2.85 eV
Energy: -2755.70758 hartree
E_HOMO: -0.4951 eV
Frontier orbital gap: 3.34 eV
Energy above the lowest of the compared OMol25 structures with the same formula, charge and spin: 234.41 kcal per mole

XYZ file:
```
59
C14H36CuN2O6 wB97M-V/def2-TZVPD
Cu 17.904 -21.143 11.016
C 16.011 -22.625 10.519
O 16.987 -21.979 9.818
H 16.271 -22.637 11.577
H 15.059 -22.100 10.440
H 15.803 -23.667 10.276
C 19.926 -20.827 9.586
O 18.602 -21.302 9.516
H 20.051 -19.747 9.661
H 20.511 -21.366 10.330
H 20.535 -21.042 8.707
C 16.572 -25.519 12.808
O 17.964 -25.169 12.899
C 18.238 -24.042 13.728
C 17.650 -22.764 13.194
N 18.353 -22.492 11.936
C 19.670 -21.952 12.083
C 19.700 -20.492 12.629
O 18.780 -19.587 12.030
C 18.911 -18.278 12.563
H 16.543 -26.427 12.207
H 15.944 -24.724 12.404
H 16.221 -25.785 13.805
H 19.310 -24.042 13.926
H 17.754 -24.130 14.701
H 17.855 -21.981 13.924
H 16.570 -22.850 13.081
H 18.425 -23.453 11.635
H 20.107 -22.026 11.087
H 20.265 -22.655 12.665
H 20.696 -20.131 12.370
H 19.601 -20.473 13.714
H 19.118 -18.163 13.627
H 18.001 -17.711 12.369
H 19.602 -17.654 11.996
C 17.526 -15.821 11.032
O 17.904 -17.190 10.802
C 17.301 -17.586 9.583
C 17.285 -19.088 9.460
N 17.180 -19.681 10.789
C 15.804 -19.920 11.212
C 15.812 -20.529 12.651
O 14.443 -20.410 13.187
C 13.722 -21.534 12.893
H 17.771 -15.252 10.136
H 18.090 -15.407 11.868
H 16.455 -15.815 11.237
H 17.773 -17.175 8.690
H 16.235 -17.363 9.557
H 18.179 -19.432 8.940
H 16.512 -19.422 8.768
H 17.690 -18.983 11.311
H 15.348 -20.579 10.473
H 15.231 -18.992 11.227
H 16.473 -19.969 13.312
H 16.179 -21.555 12.681
H 12.677 -21.419 13.180
H 13.994 -22.287 13.632
H 13.785 -21.819 11.843
```


Entry 9:
Molecular formula: C45H37BF4N2O4P2S2Sc
Method: DFT, wB97M-V/def2-TZVPD

## Properties
Total charge: -1
LUMO level: 1.42 eV
Energy: -4812.18618 hartree
E_HOMO: -4.6088 eV
Frontier orbital gap: 6.02 eV
Energy above the lowest of the compared OMol25 structures with the same formula, charge and spin: 4.08 kcal per mole

XYZ file:
```
98
C45H37BF4N2O4P2S2Sc wB97M-V/def2-TZVPD
Sc -0.747 0.431 -1.050
S 2.055 0.597 1.249
P 0.460 1.660 1.793
C -0.694 1.991 0.575
P -2.376 2.040 0.771
S -3.282 0.416 -0.031
C -3.056 2.338 2.445
C -3.753 1.356 3.134
C -4.263 1.619 4.399
C -4.077 2.862 4.983
C -3.373 3.848 4.300
C -2.868 3.586 3.038
C -3.054 3.499 -0.102
C -4.432 3.700 -0.173
C -4.943 4.813 -0.817
C -4.082 5.736 -1.405
C -2.713 5.535 -1.347
C -2.203 4.419 -0.694
C -0.253 0.846 3.272
C -0.507 1.503 4.472
C -1.047 0.814 5.551
C -1.352 -0.534 5.435
C -1.115 -1.193 4.234
C -0.563 -0.510 3.162
C 1.106 3.238 2.491
C 2.169 3.233 3.394
C 2.674 4.421 3.893
C 2.133 5.638 3.485
C 1.085 5.653 2.579
C 0.574 4.454 2.089
H -3.888 0.385 2.672
H -4.798 0.842 4.932
H -4.473 3.064 5.971
H -3.219 4.821 4.751
H -2.332 4.363 2.503
H -5.102 2.973 0.272
H -6.014 4.959 -0.875
H -4.484 6.599 -1.921
H -2.039 6.234 -1.825
H -1.136 4.230 -0.660
H -0.291 2.559 4.572
H -1.241 1.339 6.478
H -1.778 -1.070 6.275
H -1.349 -2.245 4.128
H -0.359 -1.031 2.234
H 2.605 2.285 3.685
H 3.497 4.404 4.597
H 2.535 6.567 3.870
H 0.661 6.594 2.251
H -0.237 4.451 1.371
O -0.910 -3.444 0.407
C -0.968 -2.448 -0.294
O -0.425 -1.307 -0.067
C -1.710 -2.502 -1.619
C -2.381 -3.637 -2.038
C -3.061 -3.589 -3.244
C -3.046 -2.416 -3.980
C -2.344 -1.325 -3.492
N -1.684 -1.375 -2.335
H -2.365 -4.510 -1.400
H -3.609 -4.453 -3.600
H -3.571 -2.334 -4.922
H -2.305 -0.387 -4.029
C 1.629 -4.029 -2.040
O 2.347 -3.690 -3.240
C 1.770 -2.652 -3.937
C 0.833 -2.894 -4.922
C 0.340 -1.832 -5.669
C 0.792 -0.542 -5.438
C 1.737 -0.293 -4.453
C 2.213 -1.348 -3.689
N 3.248 -1.241 -2.731
C 3.784 -0.225 -2.077
C 3.361 1.079 -1.835
C 4.367 1.990 -1.378
C 4.071 3.278 -1.083
C 2.728 3.720 -1.224
C 1.730 2.878 -1.600
C 1.992 1.496 -1.832
O 1.047 0.652 -1.995
H 0.661 -4.459 -2.294
H 1.484 -3.152 -1.405
H 2.229 -4.769 -1.516
H 0.507 -3.912 -5.093
H -0.400 -2.013 -6.437
H 0.393 0.291 -6.000
H 2.095 0.712 -4.296
H 3.725 -2.128 -2.625
H 4.755 -0.481 -1.661
H 5.383 1.624 -1.283
H 4.835 3.958 -0.734
H 2.485 4.752 -0.998
H 0.705 3.208 -1.668
F -1.844 1.446 -4.946
B -1.445 2.301 -3.916
F -2.278 3.379 -3.784
F -0.111 2.649 -4.050
F -1.558 1.497 -2.654
```


> The lowest energy belongs to which entry?

C52H46N8O2S3SbV


> The lowest energy belongs to which entry?

C52H46N8O2S3SbV


> Number 3 is which compound?

C5H7N3